Formula: C3H9N2
Source: OMol25
Level of theory: wB97M-V/def2-TZVPD

Its HOMO energy is -14.034 eV.

ORCA input file:
```
! wB97M-V def2-TZVPD RIJCOSX def2/J DEFGRID3
* xyz 1 1
N -1.77570 -0.44422 -0.14844
N 0.56092 -0.10623 -0.48914
C 0.13029 1.15722 -0.22310
C -0.59272 0.10681 0.50817
C 1.84601 -0.55660 0.04907
H -0.44744 -0.07542 1.52931
H -1.62927 -0.53604 -1.14603
H 1.81503 -0.04337 1.02535
H 2.69175 -0.17674 -0.61658
H -0.48053 1.70315 -0.95002
H -2.62991 0.09468 -0.01018
H 1.83783 -1.57212 0.12592
H -2.17360 -1.32771 0.08566
H 0.84733 1.77660 0.26000
*
```

---

Formula: C31H53AsN2O5Si3Tc
Source: OMol25
Level of theory: wB97M-V/def2-TZVPD

Its expectation value of S² is 3.789. Its HOMO energy (spin up / spin down) is -13.257 / -13.374 eV.

ORCA input file:
```
! wB97M-V def2-TZVPD RIJCOSX def2/J DEFGRID3
* xyz 2 4
Tc 0.67160 -0.61153 0.76122
As -1.16619 1.75452 -0.08442
Si -2.01407 3.38491 1.45485
Si -3.20158 0.83066 -0.89192
Si -0.20079 3.14938 -1.76576
O 1.51652 1.50431 1.99699
O 0.28841 -1.11573 -1.07354
O 0.87303 -0.81892 3.11934
O 2.05678 0.35330 -0.32184
O -1.06641 -1.61924 1.45326
N 2.19606 -0.02937 -1.54477
N 1.31163 -0.82866 -1.91287
C 0.48349 -2.16603 -5.25954
C -0.20446 2.23000 -3.39024
C -3.34760 4.50684 0.79538
C -1.53052 -2.86062 0.85089
C 2.26505 -6.11855 -0.38383
C -4.38098 2.11372 -1.56715
C 1.15975 -3.97124 -0.46687
C -1.35667 -1.53790 2.87595
C -0.06795 -1.78866 3.59915
C 3.20769 -5.60959 0.45910
C 1.22923 0.27036 3.99738
C 4.23309 -2.41362 2.02551
C 1.40177 -1.54708 -3.16396
C 2.62680 -3.02924 -4.55507
C -2.88079 -0.42152 -2.24262
C 3.17788 -1.57786 1.62824
C -2.76236 2.48974 2.92793
C 1.55453 3.53490 -1.25904
C -3.99219 -0.07105 0.56084
C 1.60674 -2.95029 -5.49363
C 3.16745 -4.25313 0.86793
C 0.36909 -1.44942 -4.07977
C 0.89205 1.54210 3.27604
C 2.82220 2.10342 1.99536
C 2.10434 -3.41042 0.43018
C 1.24286 -5.27744 -0.86425
C 2.10706 -2.05381 0.90222
C 4.20628 -3.73320 1.67433
C -0.57825 4.47315 1.97879
C -1.16292 4.73305 -1.94458
C 2.53031 -2.32414 -3.36600
H -2.59593 0.04572 -3.18641
H 2.72765 3.16430 2.23032
H -5.04159 2.50493 -0.79355
H 3.49809 -3.63981 -4.74641
H 5.05363 -2.00974 2.60273
H 3.22424 -0.53190 1.91058
H -4.19513 3.97785 0.36666
H -3.89011 -1.14808 0.42703
H -2.13449 -2.26009 3.11865
H 2.30325 0.19015 4.17371
H 0.38040 -3.35565 -0.88214
H 0.17197 2.90901 -4.16029
H -2.13207 -1.16631 -1.97366
H 0.33781 -2.77251 3.35390
H 0.45029 1.35795 -3.38678
H -0.18391 -1.71851 4.68018
H -2.98188 5.22124 0.06096
H -0.79537 5.26836 -2.82390
H -3.56614 0.20626 1.52462
H 3.23206 1.98455 0.99850
H 1.68810 -3.50370 -6.41928
H -1.41672 -2.75351 -0.22212
H -1.73400 -0.53251 3.05774
H -3.71774 5.07890 1.65195
H -2.20080 1.61711 3.26232
H -1.03135 5.39035 -1.08416
H -0.30070 -2.10509 -6.00123
H -0.93821 -3.69552 1.22133
H 0.12192 4.66093 1.16437
H 2.17080 2.64155 -1.18082
H 5.00223 -4.39816 1.98548
H 1.99974 4.17573 -2.02533
H -3.77801 2.16027 2.70077
H -5.01319 1.65140 -2.32925
H -2.82709 3.18471 3.76918
H 4.01669 -6.23196 0.82041
H -3.82581 -0.94605 -2.41547
H 0.71690 0.17346 4.95399
H -0.48775 -0.82387 -3.88132
H 2.30762 -7.15258 -0.69679
H 0.51745 -5.66805 -1.56644
H -2.22993 4.55798 -2.08588
H 1.60750 4.07386 -0.31244
H -3.86575 2.95486 -2.03253
H -2.58159 -2.97803 1.10029
H 3.30657 -2.37311 -2.61398
H -5.06138 0.14688 0.59754
H 1.20547 2.42022 3.84366
H -0.01895 4.06456 2.81785
H -1.20605 1.91856 -3.69128
H -0.97551 5.44007 2.29659
H 3.47984 1.62730 2.72663
H -0.18099 1.60960 3.09423
*
```

---

Formula: C4H12
Source: OMol25
Level of theory: wB97M-V/def2-TZVPD

Its HOMO energy is -11.576 eV.

ORCA input file:
```
! wB97M-V def2-TZVPD RIJCOSX def2/J DEFGRID3
* xyz 0 1
C 0.93124 -1.85422 -0.39791
C 2.14049 -1.18499 -1.04493
C -1.38740 1.98741 1.34203
C -1.72557 1.09106 0.15056
H 2.43398 -0.24011 -0.59122
H -1.77870 1.54398 2.25983
H -1.68485 3.02832 1.21173
H 0.27713 -2.30508 -1.15599
H 1.23331 -2.65475 0.27786
H 1.97536 -1.05451 -2.11000
H -0.30189 2.04804 1.45948
H -0.85667 0.54128 -0.20935
H 0.30133 -1.17528 0.18449
H -2.04356 1.65852 -0.72836
H -2.53978 0.39414 0.31991
H 3.02559 -1.82381 -0.96813
*
```

---

Formula: C14H13NO5Sn
Source: OMol25
Level of theory: wB97M-V/def2-TZVPD

Its HOMO energy (spin up / spin down) is -13.115 / -13.115 eV.

ORCA input file:
```
! wB97M-V def2-TZVPD RIJCOSX def2/J DEFGRID3
* xyz 2 1
Sn -0.33317 0.17951 -0.04605
O 1.86034 2.86350 0.89884
O -0.05848 1.07943 -3.37616
O -1.83328 -2.90639 -0.91487
O 2.95640 -1.69401 -0.65715
O 0.12470 -1.12617 3.33337
N -3.51642 2.35719 -2.34373
C -2.41485 3.37064 -2.22775
C -3.82827 2.04242 -3.77603
C -0.09288 0.77786 -2.25840
C -4.04468 2.55067 1.90319
C -3.12956 1.47856 -0.05904
C -1.29750 -1.92318 -0.60438
C 0.10873 -0.82056 2.23831
C -1.98856 1.26970 0.72763
C -2.86257 2.34191 2.64725
C -3.27185 1.09753 -1.51102
C 1.99620 -1.14477 -0.44525
C -4.19088 2.14176 0.57659
C -1.79732 1.67854 2.00931
C 1.25071 1.94123 0.60365
H -2.73161 2.65517 3.68067
H -5.09693 2.29483 -0.02391
H -4.87843 3.05087 2.38065
H -1.52061 2.93750 -2.65898
H -4.67879 1.37218 -3.79074
H -4.35954 2.79423 -1.92720
H -0.83828 1.46852 2.53556
H -4.18311 0.49470 -1.65293
H -4.05115 2.97607 -4.28372
H -2.42807 0.56616 -1.98321
H -2.95221 1.56750 -4.20182
H -2.73649 4.24085 -2.79849
H -2.27386 3.61505 -1.18401
*
```

---

E_tot for the records above, in order: -228.8833; -4883.2299; -159.5748; -1185.7472 a.u.
Strongest force on any atom for the records above, in order: 4.2; 0.5; 1.0; 7.7 eV Å⁻¹
Energy relative to the best compared isomer or geometry (same formula, charge and spin) for the records above, in order: 65.0; 21.2; 6.4; 15.5 kcal per mole